Density functional theory data (wB97M-V/def2-TZVPD) for 16 unconnected molecules or ions with the total composition C75H191N9O25.

Computed properties:
DFT total energy (hartree): -5345.3624
HOMO energy (eV): -8.14
Total charge: 0
HOMO-LUMO gap (eV): 8.5

Each line ends with the Löwdin charge.
CARTESIAN COORDINATES (ANGSTROEM)
C  -27.269276  3.705891  -18.880322  -0.0456
C  -27.555338  2.288867  -19.348402  -0.5358
C  -26.321098  1.644430  -19.975299  -0.0358
O  -27.853807  1.499510  -18.258456  -0.0234
H  -27.087057  4.401214  -19.699727  0.0660
H  -26.433916  3.766932  -18.182786  0.0829
H  -28.186473  4.003862  -18.372314  0.0788
H  -28.359163  2.362069  -20.080934  0.1097
H  -26.398158  0.574863  -20.170733  0.0664
H  -25.489122  1.754486  -19.279742  0.0863
H  -26.070336  2.121569  -20.922694  0.0709
H  -28.517283  1.991769  -17.769513  0.0913
C  -23.191858  8.221554  -19.285114  -0.0182
C  -22.743486  6.755752  -18.853934  -0.4454
C  -23.867856  5.973311  -18.272708  -0.0646
O  -22.229305  6.111191  -20.002634  -0.0674
H  -22.298987  8.773434  -19.578894  0.0611
H  -23.607766  8.607085  -18.354270  0.0683
H  -23.964595  8.241146  -20.053614  0.0677
H  -22.011111  6.781643  -18.047056  0.1376
H  -23.537185  4.973550  -17.991209  0.0848
H  -24.665448  5.648888  -18.941076  0.0665
H  -24.308735  6.499845  -17.426252  0.0886
H  -22.989229  5.942955  -20.564607  0.0529
C  -19.423888  4.671858  -18.014793  -0.0418
C  -19.070051  5.425520  -19.295307  -0.4938
C  -17.699811  5.150742  -19.793252  -0.0562
O  -19.908220  4.879507  -20.309061  -0.0821
H  -20.507891  4.660569  -17.901239  0.0658
H  -18.946056  5.129784  -17.148713  0.0828
H  -19.198028  3.610584  -18.118575  0.0758
H  -19.139523  6.485785  -19.052187  0.1101
H  -17.100799  6.005582  -19.479363  0.0779
H  -17.579952  5.111910  -20.875953  0.0703
H  -17.254070  4.230314  -19.416122  0.0813
H  -20.798573  5.217451  -20.187936  0.0256
C  -23.959697  6.120708  -24.224990  -0.0215
C  -24.302660  6.176718  -22.730843  -0.4462
C  -25.775724  6.132196  -22.445900  -0.0275
O  -23.707103  5.031945  -22.132378  -0.0903
H  -24.079433  7.058652  -24.767236  0.0717
H  -24.486310  5.325520  -24.752668  0.0827
H  -22.904694  5.866505  -24.327273  0.0579
H  -23.791577  7.017945  -22.262627  0.1264
H  -26.063576  5.920010  -21.416232  0.0767
H  -26.218426  5.340156  -23.049877  0.0658
H  -26.229208  7.048751  -22.823218  0.0733
H  -24.084333  4.302202  -22.629137  0.0249
C  -24.187891  10.659920  -24.063928  -0.0388
C  -23.110018  11.441552  -23.342270  -0.5310
C  -22.563596  10.685034  -22.131935  -0.0422
O  -22.069223  11.829158  -24.136662  -0.0246
H  -24.961319  10.371506  -23.352090  0.0747
H  -23.787223  9.737481  -24.484276  0.0536
H  -24.695230  11.152439  -24.893469  0.0846
H  -23.627237  12.324320  -22.966364  0.1255
H  -23.387374  10.328882  -21.513361  0.0632
H  -22.026625  11.329700  -21.436119  0.0687
H  -21.881490  9.905524  -22.471360  0.0797
H  -21.413396  12.330672  -23.646796  0.1027
C  -18.780685  -0.293481  -19.158029  -0.0558
C  -18.419608  -0.020655  -20.613811  -0.4994
C  -19.703990  0.078040  -21.465071  -0.0488
O  -17.783614  1.183461  -20.656762  -0.0450
H  -17.969172  -0.600563  -18.498295  0.0780
H  -19.552042  -1.062539  -19.198618  0.0512
H  -19.290109  0.486678  -18.592394  0.0758
H  -17.765226  -0.824737  -20.950466  0.1401
H  -19.498284  0.045684  -22.534994  0.0810
H  -20.337882  0.918347  -21.181964  0.0802
H  -20.259089  -0.853151  -21.351744  0.0604
H  -18.361713  1.884296  -20.966966  0.0795
C  -29.968659  5.374043  -25.981877  -0.0164
C  -29.039608  4.172631  -26.391467  -0.4855
C  -27.628385  4.502027  -26.831733  -0.0523
O  -28.891051  3.311536  -25.319698  -0.0712
H  -30.087206  6.053776  -26.825694  0.0749
H  -29.606567  5.913485  -25.106671  0.0722
H  -30.930715  4.915528  -25.753155  0.0641
H  -29.437635  3.529276  -27.176182  0.1297
H  -26.917585  4.760936  -26.046983  0.0649
H  -27.735761  5.279279  -27.588340  0.0798
H  -27.108421  3.671185  -27.308633  0.0750
H  -29.739008  3.092098  -24.926750  0.0276
C  -18.918357  9.080235  -20.548026  -0.1094
O  -19.141616  10.408289  -20.135299  -0.2113
C  -18.801414  10.668073  -18.751702  -0.1776
C  -19.779892  11.751592  -18.209474  -0.2080
N  -21.200393  11.364435  -18.207409  -0.0430
C  -21.982478  12.470129  -17.653541  -0.2133
C  -23.470413  12.353823  -17.989234  -0.2246
O  -23.677044  12.576195  -19.389461  -0.1913
C  -25.076317  12.430131  -19.738186  -0.0892
H  -19.302329  8.978769  -21.563093  0.0750
H  -19.497820  8.387973  -19.937204  0.0688
H  -17.859714  8.838825  -20.643435  0.0925
H  -17.753288  10.964235  -18.709103  0.1191
H  -18.984084  9.750878  -18.191795  0.1104
H  -19.545577  12.601133  -18.850956  0.1113
H  -19.533138  12.056633  -17.192536  0.1158
H  -21.419957  11.154237  -19.170577  0.0772
H  -21.580741  13.409534  -18.033313  0.1134
H  -21.885829  12.564109  -16.571910  0.1176
H  -24.001326  12.971074  -17.264505  0.1161
H  -23.838353  11.359094  -17.737765  0.1091
H  -25.427561  11.417168  -19.541605  0.0786
H  -25.193075  12.530921  -20.817218  0.0756
H  -25.713447  13.138191  -19.208274  0.0860
C  -20.965862  5.801782  -31.007769  -0.0707
O  -20.690735  6.198924  -29.619668  -0.2037
C  -21.900928  6.146219  -28.891214  -0.2293
C  -21.799186  6.990150  -27.611383  -0.2468
N  -21.748268  8.381822  -27.898753  -0.0429
C  -21.712342  9.137772  -26.609013  -0.1610
C  -20.200159  9.204252  -26.129714  -0.1378
O  -19.390368  9.979502  -27.131358  -0.2026
C  -19.752140  11.413251  -27.090997  -0.0896
H  -21.990349  5.937085  -31.354505  0.0822
H  -20.775095  4.728620  -31.012963  0.0799
H  -20.270571  6.400432  -31.596237  0.0818
H  -22.118483  5.093722  -28.709516  0.1225
H  -22.781392  6.632431  -29.311308  0.1151
H  -20.898774  6.728205  -27.055742  0.0954
H  -22.592545  6.711108  -26.917964  0.1104
H  -20.886144  8.486247  -28.414438  0.1027
H  -22.338349  8.687558  -25.838605  0.0866
H  -22.093793  10.142125  -26.793100  0.0903
H  -19.893986  8.159002  -26.087377  0.0892
H  -20.034827  9.639807  -25.144292  0.1026
H  -20.758078  11.697045  -27.400281  0.0730
H  -19.034538  11.959664  -27.703029  0.0795
H  -19.670244  11.810670  -26.079337  0.0694
C  -28.642957  7.988875  -21.902406  -0.1439
O  -29.153162  6.748734  -22.305903  -0.2009
C  -29.953425  6.032185  -21.326265  -0.1740
C  -29.907945  4.525587  -21.601173  -0.2173
N  -30.890818  4.181107  -22.625482  -0.0252
C  -30.899814  2.701963  -22.695805  -0.1912
C  -31.871700  2.066645  -23.661771  -0.2037
O  -31.405695  2.300286  -24.973494  -0.2227
C  -32.232514  1.707725  -25.939255  -0.0799
H  -29.423744  8.701270  -21.636021  0.0865
H  -28.122933  8.394479  -22.770259  0.0802
H  -27.876967  7.960432  -21.127448  0.0784
H  -30.963182  6.437756  -21.262997  0.1259
H  -29.470299  6.034044  -20.349186  0.1061
H  -30.106315  4.043594  -20.643864  0.1112
H  -28.906400  4.228170  -21.911899  0.1140
H  -30.668641  4.599795  -23.517361  0.0761
H  -31.209028  2.437050  -21.684710  0.1165
H  -29.898617  2.338506  -22.927316  0.1027
H  -32.885407  2.418789  -23.470730  0.1181
H  -31.928754  0.988168  -23.514397  0.1090
H  -31.976094  2.065833  -26.936305  0.0914
H  -33.231618  2.121999  -25.804155  0.0862
H  -32.180806  0.621339  -25.867248  0.0991
C  -17.312456  4.934544  -33.513976  -0.1235
O  -16.479424  4.368476  -32.571542  -0.1755
C  -16.175534  5.262775  -31.552790  -0.2406
C  -15.903721  4.486876  -30.249844  -0.1916
N  -17.066553  3.710179  -29.860216  -0.0626
C  -18.166259  4.543754  -29.326029  -0.1887
C  -17.849671  5.037781  -27.900325  -0.2113
O  -17.112272  6.248348  -27.861557  -0.1810
C  -16.555151  6.562955  -26.579629  -0.0869
H  -16.900171  5.837246  -33.964819  0.0913
H  -18.243643  5.276805  -33.062471  0.0732
H  -17.516591  4.131081  -34.221696  0.0968
H  -16.935562  6.024041  -31.376899  0.1152
H  -15.210234  5.734602  -31.736309  0.1224
H  -15.525561  5.050594  -29.397018  0.1169
H  -15.193203  3.711051  -30.535061  0.1139
H  -17.450485  3.523686  -30.775592  0.0799
H  -19.014318  3.860986  -29.273767  0.1179
H  -18.397829  5.341579  -30.031684  0.0915
H  -17.407447  4.262893  -27.274146  0.1206
H  -18.855858  5.129815  -27.491383  0.0886
H  -16.037177  7.521996  -26.585579  0.0854
H  -15.766920  5.889838  -26.242420  0.0696
H  -17.368497  6.684657  -25.864262  0.0820
C  -25.979558  2.590542  -23.880000  -0.0960
O  -24.738439  2.975369  -23.373721  -0.2310
C  -23.780603  1.929419  -23.509881  -0.1705
C  -22.348160  2.297510  -23.063127  -0.1475
N  -21.736264  3.304479  -24.029846  -0.0159
C  -20.335326  3.439315  -23.703969  -0.2201
C  -19.665376  4.589162  -24.501001  -0.1760
O  -20.260482  5.882507  -24.344799  -0.2118
C  -20.442236  6.251593  -22.991354  -0.0944
H  -25.995131  2.641429  -24.968700  0.0827
H  -26.636455  3.416594  -23.607574  0.0757
H  -26.298386  1.590236  -23.587012  0.0784
H  -23.720388  1.521287  -24.518783  0.1236
H  -24.175280  1.145075  -22.864022  0.1014
H  -21.669756  1.444534  -23.046005  0.0910
H  -22.353143  2.690391  -22.046403  0.1164
H  -22.271529  4.136095  -23.824915  0.0496
H  -19.823923  2.491564  -23.872276  0.1184
H  -20.196046  3.668430  -22.647459  0.0931
H  -19.762331  4.331050  -25.555553  0.1057
H  -18.602184  4.677777  -24.277685  0.1060
H  -21.305808  5.666634  -22.674875  0.0585
H  -20.839663  7.265335  -22.941541  0.0874
H  -19.576574  6.002369  -22.377670  0.0842
C  -35.367731  1.055082  -22.981758  -0.1273
O  -34.318493  0.384879  -22.343243  -0.2202
C  -34.486683  0.258451  -20.917137  -0.1656
C  -33.349962  -0.562942  -20.283257  -0.2171
N  -32.032407  -0.210038  -20.767923  -0.0516
C  -31.097264  -1.315390  -20.429928  -0.1745
C  -29.644483  -0.927471  -20.876274  -0.2048
O  -29.534812  -0.824651  -22.301148  -0.2041
C  -28.324151  -0.127933  -22.800564  -0.0675
H  -35.727407  1.948669  -22.471619  0.0915
H  -36.219984  0.396496  -23.149201  0.0864
H  -35.045109  1.324616  -23.987419  0.0747
H  -35.422896  -0.272981  -20.746328  0.1200
H  -34.487709  1.293661  -20.575904  0.1217
H  -33.491977  -1.633188  -20.433302  0.1054
H  -33.219679  -0.528240  -19.201637  0.1177
H  -32.076577  0.036411  -21.746406  0.0702
H  -31.299512  -2.255599  -20.942956  0.1123
H  -31.028115  -1.579230  -19.374606  0.1179
H  -28.933806  -1.681118  -20.537095  0.1159
H  -29.345415  -0.009522  -20.370270  0.1008
H  -28.506606  0.108216  -23.848905  0.0843
H  -27.398159  -0.627065  -22.515071  0.0818
H  -28.210197  0.845691  -22.323929  0.0495
C  -15.684520  3.853367  -23.881877  -0.1581
O  -14.407505  3.414883  -23.671999  -0.1678
C  -14.168602  3.096713  -22.289670  -0.1851
C  -12.665457  3.153097  -22.016108  -0.2386
N  -12.165625  4.487724  -22.082093  -0.0773
C  -10.698765  4.563955  -21.900804  -0.1803
C  -10.245941  6.064173  -22.092367  -0.1598
O  -10.437891  6.280694  -23.539136  -0.2305
C  -10.010144  7.567688  -23.971140  -0.1171
H  -16.405235  3.040726  -23.790867  0.0826
H  -15.830729  4.157465  -24.918332  0.0667
H  -16.023707  4.595087  -23.158756  0.0828
H  -14.529228  2.080633  -22.129579  0.1235
H  -14.604879  3.805927  -21.586265  0.1178
H  -12.099565  2.564337  -22.738068  0.1159
H  -12.455018  2.715069  -21.040435  0.1207
H  -12.349340  4.919546  -22.976447  0.1033
H  -10.255813  4.004996  -22.725100  0.1104
H  -10.366900  4.162404  -20.943351  0.1130
H  -9.176173  6.146822  -21.900325  0.1084
H  -10.826107  6.802465  -21.538805  0.1156
H  -10.397155  7.747939  -24.974056  0.0868
H  -8.926627  7.596653  -23.856036  0.0832
H  -10.436163  8.385728  -23.390269  0.0776
C  -22.202574  -2.214423  -18.370851  -0.0968
O  -22.635297  -2.447321  -19.729002  -0.1914
C  -23.553854  -1.384550  -20.106985  -0.2054
C  -23.927132  -1.628325  -21.563972  -0.2170
N  -22.760751  -1.428421  -22.410553  -0.0404
C  -22.944669  -1.902142  -23.746794  -0.1943
C  -22.898629  -3.452232  -23.929544  -0.1696
O  -21.602059  -3.974996  -23.580771  -0.2104
C  -21.329635  -5.339795  -23.615159  -0.1250
H  -21.857568  -1.180471  -18.369984  0.0685
H  -21.320546  -2.777596  -18.065945  0.0858
H  -23.023728  -2.332393  -17.663812  0.0866
H  -23.177116  -0.379650  -19.916325  0.1192
H  -24.504353  -1.471844  -19.580639  0.1155
H  -24.671359  -0.897818  -21.881132  0.0942
H  -24.412507  -2.602186  -21.627993  0.1189
H  -22.151571  -2.083883  -21.942197  0.0839
H  -22.203814  -1.484024  -24.428277  0.1179
H  -23.922098  -1.633144  -24.147237  0.0988
H  -23.169550  -3.733121  -24.947299  0.1180
H  -23.559586  -3.967121  -23.232322  0.1134
H  -21.531615  -5.641992  -24.642775  0.0756
H  -21.897505  -5.984638  -22.944502  0.0847
H  -20.265804  -5.446651  -23.403160  0.0898
C  -24.587818  -7.269363  -25.481053  -0.1101
O  -25.328173  -6.085803  -25.610397  -0.1966
C  -26.687524  -6.332881  -25.956582  -0.2420
C  -27.424290  -5.060507  -26.260292  -0.2143
N  -27.526824  -4.249251  -25.033228  -0.0463
C  -28.510184  -3.166672  -25.098313  -0.1833
C  -28.017454  -2.042845  -26.023631  -0.1722
O  -26.718794  -1.617792  -25.513857  -0.2196
C  -26.095359  -0.563680  -26.204482  -0.1148
H  -24.572502  -7.735501  -26.466231  0.0875
H  -25.044600  -7.927716  -24.742114  0.0885
H  -23.570998  -7.043567  -25.159803  0.0724
H  -27.188239  -6.960512  -25.219387  0.1247
H  -26.706443  -6.854476  -26.913504  0.1155
H  -28.418348  -5.227351  -26.675167  0.1222
H  -26.842806  -4.645785  -27.083681  0.1151
H  -26.597653  -3.866180  -24.933223  0.0917
H  -28.737231  -2.868559  -24.074749  0.1034
H  -29.449820  -3.606357  -25.432783  0.1145
H  -28.684886  -1.186298  -26.118336  0.1130
H  -27.801801  -2.394231  -27.032644  0.1106
H  -26.215284  -0.596957  -27.287351  0.0884
H  -25.044596  -0.477788  -25.927704  0.0747
H  -26.507383  0.414995  -25.958466  0.0662

Force components x, y, z for each atom (eV/Å):
-0.3 0.1 -0.1
1.9 0.4 -1.2
0.2 0.2 -0.3
-0.9 -0.7 1.0
0.0 0.0 -0.1
0.0 -0.2 0.0
0.0 0.5 0.2
-0.4 -0.3 -0.1
-0.5 0.0 0.1
0.1 0.1 0.0
0.1 0.2 0.0
-0.2 -0.3 0.4
0.7 -1.5 1.6
-1.0 1.6 -1.2
-1.0 -1.2 0.3
0.4 0.1 0.5
-0.2 0.2 -0.1
0.0 0.7 -0.2
0.1 -0.3 -0.1
0.6 0.3 -0.5
0.5 0.1 0.6
-0.2 0.8 -0.6
0.0 -0.2 0.1
-0.1 -0.6 -0.6
-0.1 0.0 -0.1
-0.8 -1.9 0.1
1.9 0.5 0.2
0.3 0.4 -0.2
-0.1 0.5 0.2
0.0 -0.3 0.2
0.5 0.0 0.1
-0.7 0.3 -0.7
0.6 -0.2 0.1
-0.5 0.1 -0.1
-0.1 0.0 0.2
-0.6 0.1 0.0
0.4 0.3 0.0
0.5 -0.5 -0.3
-0.6 0.4 -0.8
0.6 0.6 0.6
-0.3 0.1 0.1
-0.3 0.0 0.1
0.1 0.2 0.0
-0.2 0.4 -0.1
0.3 0.3 0.1
0.0 -0.1 0.0
-0.2 0.1 0.3
-0.3 -0.9 0.1
0.2 -0.8 -0.5
-1.2 0.1 2.0
-0.4 0.2 0.2
1.2 0.3 -2.2
0.0 0.1 0.1
0.1 -0.2 0.0
0.3 0.4 0.1
-0.1 0.4 0.3
0.0 -0.5 -0.1
0.3 0.3 -0.3
-0.2 -0.3 0.1
-0.1 0.0 0.2
-1.0 -1.0 0.5
-2.2 0.1 0.7
0.5 -1.7 0.0
2.2 2.1 -0.5
0.2 -0.2 -0.4
0.2 -0.6 0.4
0.1 0.7 -0.6
0.1 0.0 -0.3
0.2 0.6 -0.1
0.1 0.1 0.0
-0.4 0.1 0.3
-0.1 0.0 0.0
0.7 -1.2 -1.0
0.2 0.3 0.4
0.1 0.5 -0.7
0.9 -0.8 1.9
-0.1 0.1 0.1
0.2 -0.1 0.0
-0.2 0.2 0.0
-0.7 0.6 -0.6
-0.5 0.6 0.3
0.5 0.3 0.0
-0.5 -0.3 -0.2
-0.3 -0.2 -0.4
-0.3 0.2 -0.6
-0.1 0.6 0.7
-1.6 -0.3 -0.3
0.8 -0.6 -0.5
1.3 0.0 0.4
-0.5 -0.2 -1.0
0.8 -0.6 0.0
-1.3 0.3 0.6
0.9 -0.3 -0.1
-0.2 0.2 -0.1
0.3 -0.2 0.2
0.2 -0.2 0.5
0.0 0.1 0.3
0.3 -0.2 0.2
-0.4 0.6 -0.1
0.3 -0.2 0.1
-0.6 0.2 -0.1
-0.3 0.5 -0.2
0.1 -0.5 0.1
-0.4 0.9 -0.6
0.2 -0.5 -0.1
0.0 -0.2 0.4
0.3 0.4 0.0
0.1 0.1 0.0
1.0 0.0 1.5
-1.6 0.7 -1.6
-0.1 0.5 1.6
1.0 -2.0 0.3
-1.1 0.7 0.8
2.0 0.6 -0.8
-0.8 0.9 -1.4
-1.7 0.5 1.3
0.7 -0.9 0.4
0.0 0.4 0.3
0.3 -0.1 -0.6
-0.1 -0.4 -0.3
-0.3 -0.1 0.4
0.1 -0.2 -1.2
0.3 -0.6 0.1
-0.5 0.2 -0.2
0.2 0.7 0.0
0.0 -0.3 -0.2
0.0 0.0 0.2
0.7 0.2 -0.3
-0.2 0.2 0.1
-0.1 -0.6 -0.4
0.0 -0.3 -0.1
0.2 -0.2 0.3
0.1 0.5 -0.6
-0.6 -1.0 0.6
1.7 -0.4 -0.1
-0.8 1.6 -1.2
-0.4 -1.3 0.4
-0.5 0.7 0.1
0.3 0.0 0.4
0.0 0.4 0.0
-0.3 0.7 -0.3
-0.2 0.0 0.2
-0.1 0.1 -0.1
-0.1 -0.4 0.5
0.0 -0.1 -0.1
0.1 1.0 0.3
-0.4 -0.3 -0.2
0.4 0.1 0.1
0.3 0.1 0.0
0.3 -0.6 0.0
0.3 -0.4 0.2
-0.2 0.4 -0.4
0.2 -0.2 0.2
0.6 -0.2 0.1
-0.5 -0.5 0.2
-0.3 -0.1 -0.1
-0.7 0.0 -0.6
0.1 -0.4 0.6
1.7 0.6 2.0
-0.2 -0.9 -0.6
-1.1 0.5 -0.1
1.6 -0.5 0.7
-1.2 0.0 -0.4
0.6 0.0 0.2
-0.4 0.4 -0.4
0.4 -0.1 -0.4
-0.4 -0.2 0.1
-0.1 0.4 -0.3
-0.2 0.1 -0.3
0.0 0.6 -0.5
0.0 0.3 -0.4
0.6 0.2 0.1
0.0 -1.2 -0.3
-0.2 0.2 0.2
-0.2 0.4 0.5
0.5 -0.3 -0.3
-0.2 0.8 0.6
-0.3 0.2 -0.7
-0.3 -0.6 0.0
0.0 -0.4 0.4
-0.6 1.2 -0.8
1.2 -0.4 -0.3
0.9 -0.8 0.8
-0.2 1.1 -1.3
-1.2 -1.7 0.9
0.4 1.5 0.2
-0.6 -0.4 -0.2
0.3 -0.2 -0.6
-1.1 -0.8 -0.4
0.2 -0.3 -0.3
-0.6 -0.6 0.3
-0.1 0.1 0.4
-0.2 0.3 -0.3
0.3 -0.5 0.1
-0.5 -0.4 -0.2
-0.1 0.2 0.3
0.5 0.5 -0.2
0.1 0.0 -0.3
0.1 -0.1 0.5
0.0 0.2 -0.1
0.2 -0.2 0.3
0.1 -0.2 0.9
0.7 0.3 -0.1
-0.1 0.5 0.1
-0.3 -0.3 -0.6
0.7 -0.5 0.5
0.4 0.0 -0.4
0.4 -0.2 -0.4
0.5 -0.5 0.9
1.8 1.2 -2.0
-0.2 -0.2 0.1
0.8 0.9 -0.3
-1.6 0.1 1.4
0.2 0.1 0.3
-0.3 -0.2 0.3
0.3 0.2 0.1
-0.2 0.3 0.4
-0.3 -0.1 0.6
-0.6 -0.3 -0.5
-1.0 0.6 0.3
0.4 -0.5 -0.1
-0.5 -0.2 -0.2
-0.4 0.6 0.2
0.0 -0.3 0.2
-0.1 0.4 -0.1
0.3 -0.7 0.0
0.0 -0.6 -0.6
-0.4 0.3 0.3
-1.8 -0.4 -0.5
1.5 0.3 1.1
1.2 -0.4 -0.6
-0.2 -0.4 -0.7
0.9 1.3 1.2
-0.9 1.7 -0.6
-0.2 -1.6 -1.9
-0.3 0.4 1.1
-0.3 -0.4 0.5
-0.2 -0.5 0.3
0.4 0.5 0.1
0.2 0.5 -0.1
-0.2 0.0 0.3
-0.5 0.1 -0.2
-0.2 -0.7 -0.3
-0.1 0.1 0.2
-0.3 -0.1 -0.2
0.6 -0.2 0.1
-0.2 0.0 0.1
0.1 0.2 0.3
-0.1 -0.2 0.2
0.5 -0.4 -0.2
0.2 0.4 -0.5
-0.1 0.0 0.5
0.1 0.9 -0.9
-0.3 0.9 0.8
-0.5 -1.3 -0.6
-0.2 1.2 0.1
-0.1 -0.7 1.0
0.0 -1.8 -1.2
0.7 -0.6 0.9
0.2 2.0 0.5
-0.2 0.1 -1.1
-0.1 0.3 0.5
-0.3 -0.6 -0.5
0.0 -0.1 0.0
0.5 0.0 -0.1
0.0 -0.1 0.6
-0.3 0.2 0.2
0.1 -0.4 -0.1
1.2 0.1 -0.3
0.2 0.1 0.1
-0.2 0.3 0.1
0.0 0.0 -0.2
-0.7 0.2 -0.1
0.2 -0.7 -0.2
-0.3 0.2 0.3
-0.1 -0.1 0.0
-0.2 0.1 -0.3
-0.6 0.9 0.4
0.1 -0.6 -0.7
0.2 0.4 0.9
-0.1 -0.3 -0.9
0.6 -0.3 -0.3
1.1 0.4 0.4
-0.5 -0.2 0.2
-0.4 0.7 -0.1
0.2 -0.5 0.0
0.0 -0.3 0.0
-0.1 0.2 -0.1
0.0 0.1 0.3
0.1 -0.6 -0.2
-0.1 -0.4 0.2
0.1 0.8 -0.1
0.0 0.3 0.6
0.3 0.6 -0.1
-0.1 0.1 -0.4
-0.2 0.1 0.3
-0.4 -0.3 -0.2
0.2 -0.6 -0.2
0.0 -0.5 -0.1
-0.4 0.2 0.4